(1)
3 unconnected molecules or ions with the total composition C21H31N6O4 at a distorted geometry. Source: the Open Molecules 2025 dataset; level of theory: ωB97M-V/def2-TZVPD.

```
62
Properties=species:S:1:pos:R:3:nbo_charge:R:1
C 4.70274 -2.79162 3.99354 -0.629
C 3.34641 -2.20167 3.65759 -0.215
N 2.70997 -2.97812 2.57000 -0.497
C 1.68154 -2.58029 1.88184 0.703
N 1.08763 -3.25303 0.88218 -0.559
C -0.36538 -2.86502 0.93424 -0.241
C -0.39312 -1.91072 2.14067 -0.051
C -1.44230 -0.80413 2.16207 -0.412
C -2.40037 -0.85884 3.35680 -0.401
C -3.08379 -2.20782 3.58654 -0.415
C -4.28145 -2.42208 2.66049 -0.214
N -4.92062 -3.73388 2.78436 -0.822
N 1.01915 -1.37220 2.16811 -0.633
H 5.46420 -2.51206 3.26647 0.228
H 5.01758 -2.41777 4.96627 0.248
H 4.65505 -3.87959 4.07790 0.213
H 3.41064 -1.16780 3.33169 0.231
H 2.68160 -2.22857 4.52024 0.219
H 3.10217 -3.88642 2.35597 0.418
H 1.25878 -4.25078 0.85384 0.406
H -0.64629 -2.38984 -0.00383 0.235
H -0.98798 -3.73898 1.11989 0.220
H -0.45758 -2.54767 3.02795 0.200
H -0.90432 0.14462 2.19229 0.237
H -2.00728 -0.80694 1.22775 0.226
H -3.19009 -0.12649 3.16533 0.222
H -1.89227 -0.51399 4.25963 0.213
H -2.39466 -3.05204 3.45309 0.173
H -3.42853 -2.26738 4.62233 0.216
H -5.02921 -1.65283 2.87575 0.189
H -3.96153 -2.29580 1.62137 0.175
H -4.58244 -4.36880 2.07148 0.352
H -4.68394 -4.16820 3.67066 0.352
H 1.09768 -0.81396 1.30900 0.407
C 1.77293 -1.58637 -5.10730 -0.170
C 1.46838 -0.23758 -5.22443 -0.185
C 0.89990 0.44687 -4.16118 -0.206
C 0.65127 -0.25335 -2.99418 0.073
C 0.94403 -1.59885 -2.85181 -0.221
C 1.51019 -2.26659 -3.92390 -0.211
N 0.05308 0.47465 -1.86258 0.531
O -0.19528 1.64680 -2.01401 -0.334
O -0.16763 -0.14086 -0.82306 -0.463
H 2.21667 -2.11239 -5.94191 0.229
H 1.67066 0.28949 -6.14647 0.234
H 0.65175 1.49516 -4.23625 0.279
H 0.73423 -2.10809 -1.92318 0.224
H 1.74606 -3.31862 -3.83852 0.222
C -0.67727 7.49633 -1.41819 -0.175
C -0.77210 6.12646 -1.21114 -0.209
C -0.49539 5.24369 -2.24298 -0.215
C -0.12552 5.76729 -3.46813 0.082
C -0.02577 7.12641 -3.70268 -0.209
C -0.30689 7.99473 -2.66045 -0.205
N 0.17687 4.83748 -4.57120 0.526
O 0.06560 3.64392 -4.34819 -0.410
O 0.51769 5.30763 -5.63518 -0.360
H -0.89391 8.17979 -0.60799 0.223
H -1.06383 5.74158 -0.24345 0.221
H -0.56460 4.17456 -2.10730 0.255
H 0.26354 7.48882 -4.67749 0.252
H -0.23664 9.06178 -2.82035 0.227
```

Relative energy (zero: lowest compared OMol25 entry of this formula, charge and spin) = 164.84 kcal per mole
Total charge = +1
Calculated total energy = -39399.36950 eV
LUMO level = -2.94 eV
Orbital gap = 8.482 eV

=====

(2)
A single C21H31NO2 molecule. Source: the Open Molecules 2025 dataset; level of theory: ωB97M-V/def2-TZVPD.

```
55
Properties=species:S:1:pos:R:3:nbo_charge:R:1
C -5.86824 -1.83770 0.40263 -0.611
H -6.24019 -2.85332 0.51038 0.212
H -5.98309 -1.33193 1.35761 0.204
H -6.47716 -1.32135 -0.33539 0.212
C -4.40485 -1.87041 -0.04503 -0.028
N -3.96088 -0.52295 -0.38900 -0.463
C -3.73727 0.38154 0.72825 -0.257
H -4.37464 0.07328 1.55656 0.206
C -4.14490 1.80434 0.32410 -0.063
O -5.44527 1.81987 -0.20381 -0.724
H -5.53054 1.00549 -0.72159 0.477
H -4.14048 2.45996 1.19819 0.181
H -3.43211 2.21209 -0.40935 0.146
H -2.69244 0.37896 1.07184 0.193
C -2.90483 -0.46361 -1.38983 -0.290
C -1.56431 -0.75472 -0.89472 -0.043
C -0.49563 -0.93971 -0.37814 -0.005
C 0.82924 -1.18002 0.15515 -0.505
H 1.19029 -2.13434 -0.24088 0.247
H 0.76800 -1.25859 1.24251 0.235
C 1.85682 -0.07570 -0.23577 0.248
C 3.25037 -0.65854 -0.06344 0.059
C 4.13993 -0.68890 -1.12814 -0.228
C 5.41044 -1.21414 -0.97126 -0.208
C 5.80984 -1.71820 0.25325 -0.209
C 4.92719 -1.69642 1.31965 -0.213
C 3.65739 -1.17235 1.16297 -0.242
H 2.98569 -1.16756 2.00908 0.206
H 5.22848 -2.09025 2.27966 0.212
H 6.80158 -2.12750 0.37804 0.211
H 6.09029 -1.22870 -1.81065 0.212
H 3.82479 -0.30008 -2.08278 0.235
O 1.69511 0.27917 -1.59262 -0.728
H 0.79098 0.59366 -1.70877 0.483
C 1.74333 1.17467 0.67681 -0.230
C 2.82394 2.20654 0.30034 -0.416
C 2.15720 3.56686 0.47731 -0.398
H 2.66276 4.35387 -0.08014 0.211
H 2.13791 3.84598 1.53235 0.192
C 0.73961 3.30558 -0.01871 -0.401
H 0.74078 3.24993 -1.10873 0.194
H 0.03158 4.07529 0.28596 0.210
C 0.40330 1.93986 0.58369 -0.422
H -0.00678 2.07362 1.58608 0.207
H -0.34453 1.40959 -0.00328 0.216
H 3.72426 2.09231 0.90213 0.216
H 3.09429 2.06760 -0.74762 0.217
H 1.89634 0.84260 1.70617 0.206
H -3.15325 -1.16168 -2.19566 0.227
H -2.89904 0.54747 -1.81608 0.222
C -3.53446 -2.59199 0.99078 -0.638
H -2.49524 -2.60188 0.67075 0.222
H -3.87405 -3.61859 1.10263 0.213
H -3.59511 -2.10325 1.96016 0.202
H -4.36241 -2.44558 -0.97842 0.192
```

Relative energy (zero: lowest compared OMol25 entry of this formula, charge and spin) = 64.17 kcal per mole
Calculated total energy = -27863.62195 eV
LUMO level = 0.69 eV
SMILES string = CC(C)N(CC#CC[C@](O)(c1ccccc1)C1CCCC1)CCO
Orbital gap = 9.624 eV

=====

(3)
A gas-phase ion, C21H32BBrN3O4S2 (charge -1) at a distorted geometry. Source: the Open Molecules 2025 dataset; level of theory: ωB97M-V/def2-TZVPD.

```
64
Properties=species:S:1:pos:R:3:nbo_charge:R:1
C -2.42492 -1.68625 0.34823 -0.308
C -1.35270 -1.37534 -0.16191 -0.002
C 0.09978 -1.02338 -0.65367 0.160
C 0.04484 -1.16243 -2.25627 -0.189
Br -1.83712 -0.95775 -2.97051 -0.073
C 0.55391 -2.55872 -2.80567 -0.433
C -0.40337 -3.78739 -2.49972 -0.625
O 0.83891 -2.14586 -0.16443 -0.727
B 2.25451 -1.75630 0.16974 0.654
C 2.60842 -2.44528 1.61059 -0.514
N 2.06291 -3.86943 1.54785 -0.623
C 0.92001 -3.97366 2.49111 -0.418
O 2.17673 -0.28738 0.04546 -0.747
C 0.85050 0.26674 -0.00850 0.294
C 0.43653 0.61942 1.49711 -0.439
C 1.64164 0.94749 2.47053 -0.413
C 2.37458 2.32629 2.20712 -0.078
O 3.46172 2.08286 1.27713 -0.532
C 3.98680 3.26823 0.75879 0.825
C 4.02625 3.34276 -0.83625 -0.736
O 4.42633 4.17389 1.45033 -0.592
C 0.71708 1.66901 -0.75303 -0.429
C -0.74447 1.88756 -1.39380 -0.440
C -1.21064 3.40648 -1.39343 -0.497
S -3.07377 3.46372 -1.38672 0.243
C -3.65991 2.44967 0.01028 -0.073
S -2.90676 2.64005 1.47796 0.005
N -4.71040 1.47048 -0.08264 -0.447
C -5.19865 0.59594 0.92834 -0.097
C -6.23641 -0.23301 0.30639 -0.099
N -6.40390 0.12436 -1.08813 -0.440
C -5.47146 1.12625 -1.22552 0.194
H -3.53946 -1.77066 0.44050 0.244
H 0.63432 -0.36335 -2.80894 0.221
H 0.60736 -2.47671 -3.94475 0.191
H 1.62080 -2.78643 -2.48379 0.260
H -1.29289 -3.82285 -3.20615 0.197
H 0.15062 -4.76764 -2.67481 0.204
H -0.82297 -3.71442 -1.45820 0.240
H 2.85518 -2.09737 -0.81504 -0.149
H 2.10837 -1.96596 2.50494 0.161
H 3.73971 -2.53262 1.71051 0.179
H 2.78157 -4.49441 1.92683 0.331
H 0.24665 -4.87025 2.27719 0.182
H 1.31485 -4.10978 3.55968 0.145
H 0.24315 -3.07109 2.48125 0.207
H -0.09224 -0.29144 1.93900 0.230
H -0.31293 1.46554 1.50150 0.194
H 2.43139 0.15042 2.53399 0.251
H 1.19114 1.02629 3.51788 0.199
H 1.69531 3.18276 1.92819 0.175
H 2.86326 2.62376 3.19469 0.180
H 5.09046 3.60996 -1.09615 0.231
H 3.82016 2.31167 -1.26726 0.251
H 3.26570 4.11244 -1.14130 0.234
H 0.86912 2.55687 -0.06007 0.195
H 1.51427 1.78584 -1.56033 0.212
H -1.49646 1.16730 -0.96658 0.243
H -0.62259 1.59704 -2.48816 0.225
H -0.74546 4.01353 -0.56469 0.227
H -0.91341 3.87238 -2.38822 0.237
H -4.86131 0.51478 1.98903 0.258
H -6.85719 -1.06375 0.72733 0.221
H -5.33346 1.60915 -2.22486 0.221
```

Total charge = -1
Calculated total energy = -127342.28193 eV
LUMO level = 1.00 eV
Orbital gap = 5.482 eV

=====

(4)
A molecular structure, C21H32BN4O10Pb at a distorted geometry. Source: the Open Molecules 2025 dataset; level of theory: ωB97M-V/def2-TZVPD.

```
69
Properties=species:S:1:pos:R:3:nbo_charge:R:1
Pb -2.32353 -8.78942 14.22937 1.494
O -10.39612 -12.19786 16.71341 -0.584
C -9.47827 -11.34087 16.75722 0.672
O -8.26352 -11.41825 16.34374 -0.650
B -7.43596 -10.29522 16.85851 1.184
O -8.47662 -9.53695 17.61219 -0.652
C -9.65875 -10.03160 17.57730 0.687
O -10.67442 -9.66736 18.17594 -0.577
O -6.71133 -9.55823 15.79563 -0.670
C -5.40306 -9.80950 15.88829 0.723
O -4.45351 -9.45885 15.14367 -0.620
C -5.12377 -10.53763 17.19935 0.672
O -6.30138 -10.79751 17.71401 -0.667
O -4.06869 -10.69177 17.72452 -0.462
O -2.11369 -8.10155 16.54122 -1.253
H -1.60794 -7.38735 16.97556 0.427
C -0.70782 -11.97503 15.61488 -0.241
O -1.70524 -11.01021 15.66117 -0.926
H -0.03907 -12.01543 16.47466 0.129
H -1.17031 -12.96044 15.67119 0.106
H -0.37420 -12.19362 14.60047 0.105
C 0.35753 -12.73941 10.54617 -0.611
C 1.52112 -11.82940 11.02995 -0.380
C 1.30876 -10.27239 10.88517 -0.506
C 0.11354 -9.63554 11.52409 0.339
N -0.78438 -9.10876 12.03240 -0.367
H 0.70907 -13.77086 10.52070 0.214
H 0.05071 -12.41398 9.55216 0.195
H -0.57856 -12.65283 11.09783 0.229
H 2.35730 -12.13493 10.40101 0.204
H 1.73173 -12.03459 12.07955 0.222
H 1.07776 -9.99756 9.85600 0.236
H 2.20453 -9.66354 11.00752 0.251
C -0.65392 -1.34195 14.49273 -0.614
C -1.24038 -2.71416 14.01630 -0.360
C -0.38122 -3.95542 14.45244 -0.515
C -0.88339 -5.19754 13.84491 0.323
N -1.31664 -6.23249 13.44296 -0.338
H -1.25828 -0.60736 13.96052 0.219
H 0.34801 -1.29817 14.06574 0.201
H -0.61630 -1.25186 15.57835 0.213
H -1.37245 -2.75140 12.93497 0.204
H -2.20814 -2.88756 14.48691 0.200
H -0.57067 -3.88884 15.52377 0.254
H 0.66590 -3.78049 14.20536 0.239
C -7.22112 -8.79864 12.51083 -0.626
C -7.48457 -10.25790 12.56538 -0.407
C -6.33109 -11.22740 12.49466 -0.519
C -4.98680 -10.56717 12.46032 0.375
N -3.92087 -10.03525 12.42298 -0.395
H -6.85122 -8.45071 13.47532 0.230
H -8.11590 -8.18771 12.39168 0.208
H -6.48681 -8.43653 11.79126 0.217
H -8.28432 -10.39523 11.83762 0.206
H -7.90439 -10.53991 13.53096 0.225
H -6.39996 -11.79726 11.56805 0.244
H -6.54047 -12.05528 13.17207 0.268
C -7.98831 -5.78402 15.19303 -0.608
C -6.70328 -5.69555 16.03704 -0.399
C -5.44556 -5.25624 15.29829 -0.524
C -4.86456 -6.24596 14.37129 0.356
N -4.37291 -6.99331 13.57885 -0.374
H -8.53219 -4.85188 15.03999 0.194
H -8.68858 -6.51367 15.59965 0.228
H -7.66171 -6.01629 14.17937 0.203
H -6.57588 -6.72542 16.37055 0.235
H -6.91824 -5.18545 16.97602 0.215
H -4.74407 -4.93220 16.06705 0.264
H -5.48464 -4.32218 14.73785 0.236
```

Relative energy (zero: lowest compared OMol25 entry of this formula, charge and spin) = 73.87 kcal per mole
Total charge = -1
Calculated total energy = -54657.25981 eV
LUMO level = 1.99 eV
Orbital gap = 5.226 eV

=====

Among the records above, which one has the lowest LUMO level? C21H31N6O4